Entry from the Open Molecules 2025 dataset: C30H29As2BN5S5Tc as an isolated structure (ωB97M-V with the def2-TZVPD basis set).

```
73
C30H29As2BN5S5Tc (ωB97M-V with the def2-TZVPD basis set)
Tc -0.033 1.231 0.015
B -2.227 1.279 2.463
N -1.438 2.519 2.425
C -1.401 3.581 3.274
C -0.548 4.512 2.751
C -0.050 3.944 1.567
N -0.564 2.742 1.389
N -2.901 1.017 1.184
C -4.220 0.799 0.973
C -4.415 0.641 -0.373
C -3.140 0.745 -0.935
N -2.216 0.938 -0.004
H -1.207 0.194 2.525
H -2.899 1.140 3.426
H -2.025 3.601 4.150
H -0.321 5.482 3.154
H 0.664 4.329 0.853
H -4.907 0.806 1.801
H -5.345 0.472 -0.882
H -2.859 0.659 -1.972
S -0.250 -0.483 1.600
C -1.406 -1.699 1.041
C -2.148 -2.446 1.950
C -3.046 -3.382 1.462
C -3.164 -3.587 0.094
C -2.379 -2.876 -0.804
C -1.490 -1.925 -0.326
As -0.221 -0.940 -1.418
C 1.341 -2.057 -1.359
C 1.551 -2.939 -0.305
C 2.710 -3.703 -0.274
C 3.645 -3.585 -1.291
C 3.425 -2.710 -2.347
C 2.275 -1.939 -2.385
C -0.853 -1.040 -3.226
C -1.484 0.008 -3.885
C -2.002 -0.196 -5.156
C -1.888 -1.438 -5.761
C -1.244 -2.479 -5.110
C -0.718 -2.286 -3.841
H -2.047 -2.273 3.015
H -3.655 -3.954 2.148
H -3.866 -4.320 -0.279
H -2.464 -3.066 -1.868
H 0.812 -3.081 0.476
H 2.869 -4.403 0.534
H 4.542 -4.187 -1.269
H 4.150 -2.627 -3.144
H 2.113 -1.256 -3.215
H -1.512 1.002 -3.459
H -2.470 0.626 -5.678
H -2.287 -1.591 -6.754
H -1.141 -3.441 -5.590
H -0.204 -3.106 -3.349
S 1.128 1.961 -4.764
As 1.131 2.671 -2.864
S 1.780 1.158 -1.332
S -0.687 2.763 -1.596
S 2.253 4.357 -2.321
C 4.928 1.887 4.604
C 3.873 1.751 3.558
C 4.155 1.753 2.204
C 3.144 1.603 1.272
N 1.849 1.453 1.582
C 1.580 1.479 2.905
C 2.523 1.615 3.892
H 5.862 2.255 4.187
H 5.123 0.916 5.063
H 4.601 2.560 5.396
H 5.167 1.880 1.846
H 3.404 1.625 0.228
H 0.545 1.427 3.205
H 2.201 1.633 4.924
```

Computed properties:
**DFT total energy**: -8002.0056 Eh
**Gap between HOMO and LUMO (spin up / spin down)**: 4.7 / 4.7 eV
**LUMO (spin up / spin down)**: -8.34 / -8.34 eV
**Highest occupied orbital energy (spin up / spin down)**: -13.00 / -13.00 eV
**Net charge**: +2
**Molar mass**: 878.6 g mol⁻¹

=====

Entry from the Open Molecules 2025 dataset: a 8-piece molecular cluster, C34H89N10O7 overall (ωB97M-V with the def2-TZVPD basis set).

```
140
C34H89N10O7 (ωB97M-V with the def2-TZVPD basis set)
C 1.284 -2.070 -2.028
C 0.939 -0.758 -2.133
C -0.024 -0.060 -1.202
C -1.322 0.429 -1.927
C -1.574 -0.151 -3.313
N -2.104 -1.503 -2.979
C -3.009 -1.086 -1.977
N -4.167 -1.693 -1.866
N -2.583 -0.011 -1.262
H 2.309 -2.370 -1.835
H 0.526 -2.846 -2.148
H 1.333 -0.153 -2.952
H 0.503 0.770 -0.733
H -0.325 -0.800 -0.456
H -1.237 1.503 -2.086
H -0.810 -0.103 -4.078
H -2.457 0.387 -3.665
H -1.438 -2.033 -2.406
H -4.670 -1.854 -1.000
H -4.615 -1.997 -2.719
H -2.399 -0.173 -0.265
C -6.639 -5.639 0.261
C -5.279 -5.051 -0.094
C -4.152 -6.088 -0.182
O -3.667 -6.525 1.064
C -4.411 -7.568 1.684
N -4.951 -3.979 0.861
H -6.699 -5.906 1.316
H -7.427 -4.913 0.065
H -6.847 -6.530 -0.331
H -5.373 -4.597 -1.089
H -3.296 -5.616 -0.678
H -4.451 -6.941 -0.805
H -4.815 -8.261 0.941
H -5.221 -7.168 2.298
H -3.739 -8.111 2.342
H -4.082 -3.537 0.570
H -4.703 -4.431 1.738
C -2.714 3.581 -5.374
C -3.736 2.899 -4.471
C -5.104 3.593 -4.440
O -5.143 4.762 -3.653
C -4.694 5.947 -4.289
N -3.163 2.759 -3.124
H -2.322 4.492 -4.922
H -1.867 2.918 -5.553
H -3.150 3.836 -6.340
H -3.906 1.892 -4.872
H -5.821 2.908 -3.977
H -5.464 3.796 -5.456
H -4.957 5.953 -5.351
H -3.616 6.082 -4.181
H -5.191 6.784 -3.802
H -3.808 2.223 -2.546
H -3.172 3.683 -2.698
C 4.085 5.080 0.347
C 4.282 3.648 0.832
C 4.174 2.597 -0.280
O 2.847 2.308 -0.693
C 2.300 3.212 -1.633
N 3.353 3.391 1.937
H 3.035 5.303 0.147
H 4.428 5.781 1.105
H 4.655 5.270 -0.564
H 5.299 3.575 1.230
H 4.566 1.651 0.104
H 4.788 2.871 -1.147
H 3.052 3.593 -2.329
H 1.812 4.051 -1.131
H 1.541 2.674 -2.206
H 3.547 2.480 2.344
H 2.420 3.298 1.546
C -3.332 2.239 2.862
C -2.402 1.082 3.210
C -1.455 1.367 4.382
O -0.357 2.190 4.051
C -0.597 3.587 4.072
N -1.648 0.693 2.008
H -2.806 3.041 2.345
H -4.130 1.896 2.203
H -3.794 2.655 3.758
H -3.030 0.236 3.504
H -1.017 0.418 4.701
H -2.003 1.774 5.241
H -1.302 3.857 4.864
H -0.975 3.949 3.112
H 0.356 4.076 4.266
H -1.094 -0.132 2.226
H -0.952 1.418 1.845
C 9.862 7.628 2.240
C 9.139 7.186 0.972
C 7.754 7.821 0.796
O 6.739 7.261 1.608
C 6.675 7.759 2.931
N 9.089 5.722 0.942
H 9.452 7.146 3.127
H 10.915 7.357 2.182
H 9.799 8.710 2.375
H 9.742 7.514 0.119
H 7.430 7.644 -0.233
H 7.796 8.909 0.937
H 6.937 8.820 2.972
H 7.325 7.199 3.607
H 5.648 7.637 3.275
H 8.704 5.416 0.053
H 8.403 5.422 1.630
C -5.498 -6.748 5.897
C -4.475 -7.810 6.285
C -3.481 -7.349 7.358
O -2.462 -6.488 6.887
C -2.812 -5.123 6.793
N -3.803 -8.284 5.071
H -5.058 -5.978 5.261
H -6.315 -7.203 5.338
H -5.921 -6.264 6.778
H -5.024 -8.655 6.710
H -2.960 -8.230 7.740
H -4.004 -6.891 8.207
H -3.498 -4.829 7.594
H -3.265 -4.884 5.826
H -1.894 -4.544 6.889
H -3.193 -9.062 5.306
H -3.162 -7.551 4.774
C 3.971 -1.672 -4.971
C 3.312 -3.044 -5.067
C 4.182 -4.186 -4.524
O 5.222 -4.595 -5.383
C 6.407 -3.823 -5.322
N 2.890 -3.273 -6.450
H 4.741 -1.539 -5.730
H 3.227 -0.889 -5.125
H 4.426 -1.519 -3.990
H 2.409 -3.014 -4.448
H 3.545 -5.067 -4.402
H 4.581 -3.938 -3.530
H 6.600 -3.468 -4.305
H 6.372 -2.970 -6.004
H 7.230 -4.467 -5.630
H 2.360 -4.137 -6.503
H 3.723 -3.462 -7.003
```

Computed properties:
**DFT total energy**: -2422.5871 Eh
**Gap between HOMO and LUMO**: 7.0 eV
**LUMO**: -3.40 eV
**Highest occupied orbital energy**: -10.41 eV
**Net charge**: +1
**Molar mass**: 750.1 g mol⁻¹

=====

Entry from the Open Molecules 2025 dataset: a 3-piece molecular cluster, C5H7N overall (ωB97M-V with the def2-TZVPD basis set).

```
13
C5H7N (ωB97M-V with the def2-TZVPD basis set)
C 1.489 0.025 0.209
C 0.463 0.178 -0.776
C -0.352 -1.006 -0.720
N -1.499 -0.682 -0.192
C -1.623 0.756 0.139
C -0.423 1.227 -0.443
H 0.536 0.050 1.337
H 2.088 -0.885 0.253
H 2.027 0.914 0.540
H -0.066 -2.034 -0.929
H -2.238 -1.338 0.022
H -0.393 0.511 1.293
H -0.079 2.242 -0.263
```

Computed properties:
**DFT total energy**: -249.2255 Eh
**Gap between HOMO and LUMO**: 7.9 eV
**LUMO**: -0.07 eV
**Highest occupied orbital energy**: -7.99 eV
**ΔE to the lowest compared entry with this formula, charge and spin**: 155.4 kcal/mol
**Molar mass**: 81.1 g mol⁻¹